[1]
Density functional theory data (wB97M-V/def2-TZVPD) for a molecular structure, C26H44Cl2MgN2O8P2.

Calculated values
HOMO energy (alpha / beta) in Ha: -0.070 / -0.091
Frontier orbital gap (alpha / beta) in eV: 3.860 / 4.448
LUMO level (alpha / beta) in eV: 1.963 / 1.959
Multiplicity: 2
Total charge: -1

Last column: Löwdin charge in e.
Cartesian coordinates (Å):
Mg  1.031  0.059  -0.662  0.42
C  -0.232  0.517  5.486  -0.04
C  -0.849  1.322  4.352  -0.42
C  -2.315  0.963  4.155  -0.05
O  -0.074  1.190  3.157  -0.14
P  -0.007  0.072  2.032  0.51
O  1.299  0.168  1.359  -0.23
C  -1.473  0.277  1.001  -0.19
P  -1.517  -1.049  -0.225  0.51
O  -0.202  -1.482  -0.736  -0.23
O  -2.208  -2.289  0.478  -0.17
C  -3.613  -2.429  0.736  -0.45
C  -4.222  -3.304  -0.346  -0.03
C  -3.754  -3.027  2.125  -0.04
O  -2.599  -0.610  -1.287  -0.17
C  -2.253  0.116  -2.519  -0.42
C  -2.405  -0.846  -3.680  -0.04
C  -3.194  1.300  -2.611  -0.03
O  -0.258  -1.331  2.755  -0.19
C  0.796  -2.342  2.775  -0.43
C  1.606  -2.215  4.053  -0.04
C  0.138  -3.701  2.637  -0.03
H  -0.710  0.784  6.429  0.08
H  0.835  0.728  5.555  0.09
H  -0.370  -0.549  5.308  0.07
H  -0.771  2.385  4.588  0.14
H  -2.411  -0.092  3.887  0.07
H  -2.769  1.583  3.382  0.08
H  -2.854  1.131  5.088  0.09
H  -1.289  1.213  0.442  0.06
H  -2.399  0.303  1.570  0.07
H  -4.087  -1.442  0.709  0.14
H  -3.723  -4.274  -0.355  0.09
H  -4.081  -2.834  -1.319  0.07
H  -5.288  -3.449  -0.166  0.08
H  -3.278  -4.008  2.154  0.09
H  -4.808  -3.131  2.383  0.08
H  -3.264  -2.389  2.861  0.07
H  -1.220  0.463  -2.460  0.10
H  -3.408  -1.283  -3.674  0.08
H  -1.651  -1.627  -3.613  0.08
H  -2.243  -0.316  -4.618  0.08
H  -4.230  0.955  -2.637  0.08
H  -2.981  1.861  -3.520  0.08
H  -3.063  1.965  -1.755  0.08
H  1.457  -2.168  1.929  0.06
H  0.993  -2.454  4.926  0.08
H  1.997  -1.203  4.154  0.08
H  2.450  -2.904  4.017  0.09
H  -0.449  -3.938  3.528  0.08
H  0.914  -4.456  2.508  0.09
H  -0.511  -3.712  1.764  0.07
Cl  2.880  -2.279  -0.180  0.70
C  4.109  -1.474  -1.127  -0.58
C  5.395  -1.957  -1.095  -0.18
C  6.396  -1.351  -1.845  -0.17
C  6.052  -0.251  -2.632  -0.18
C  4.761  0.219  -2.654  -0.61
Cl  4.423  1.618  -3.644  0.62
C  3.653  -0.318  -1.879  -0.52
N  2.451  0.188  -1.865  -0.13
H  5.622  -2.822  -0.480  0.08
H  7.413  -1.718  -1.815  0.07
H  6.800  0.252  -3.234  0.08
O  0.036  1.736  -0.777  -0.30
N  0.506  3.025  -0.839  -0.17
C  1.862  3.261  -0.990  -0.07
C  2.390  4.473  -0.688  -0.11
C  1.590  5.514  -0.139  -0.15
C  0.252  5.200  0.135  -0.15
C  -0.266  3.978  -0.180  -0.09
H  2.417  2.416  -1.393  0.08
H  3.446  4.637  -0.861  0.09
H  2.007  6.481  0.105  0.07
H  -0.395  5.930  0.610  0.09
H  -1.286  3.685  0.026  0.09
C  0.553  2.127  -4.453  -0.08
C  0.862  0.718  -4.946  -0.34
O  0.685  -0.258  -3.945  -0.14
H  0.669  2.847  -5.269  0.07
H  1.245  2.388  -3.653  0.05
H  -0.468  2.184  -4.067  0.06
H  1.887  0.691  -5.331  0.09
H  0.190  0.451  -5.772  0.10
H  1.378  -0.091  -3.226  0.02



[2]
Density functional theory data (wB97M-V/def2-TZVPD) for a molecular structure, C35H27Br2Cl2MnN7O2S.

Calculated values
HOMO energy (alpha / beta) in Ha: -0.257 / -0.250
Frontier orbital gap (alpha / beta) in eV: 6.493 / 6.311
LUMO level (alpha / beta) in eV: -0.500 / -0.481
Energy relative to the best compared isomer or geometry (same formula, charge and spin) in kJ/mol: 0.0
Multiplicity: 2

Last column: Löwdin charge in e.
Cartesian coordinates (Å):
Mn  0.055  0.461  0.480  0.59
S  -4.117  -1.055  -0.476  1.12
C  -3.847  -1.544  1.170  -0.46
C  -4.711  -2.207  2.033  -0.09
C  -4.264  -2.500  3.307  -0.09
C  -2.975  -2.144  3.711  -0.07
C  -2.115  -1.485  2.854  0.00
C  -2.556  -1.171  1.568  -0.27
N  -1.824  -0.519  0.587  0.01
C  -2.511  -0.385  -0.520  -0.55
C  -1.903  0.238  -1.677  -0.29
C  -2.568  0.364  -2.903  -0.07
C  -1.897  0.935  -3.963  -0.11
C  -0.577  1.357  -3.785  -0.09
C  0.055  1.235  -2.558  -0.09
C  -0.583  0.683  -1.435  -0.14
H  -5.707  -2.487  1.717  0.11
H  -4.920  -3.014  3.997  0.10
H  -2.643  -2.393  4.710  0.11
H  -1.113  -1.227  3.162  0.09
H  -3.591  0.022  -3.027  0.09
H  -2.383  1.050  -4.923  0.10
H  -0.045  1.793  -4.623  0.10
H  1.078  1.585  -2.461  0.09
Cl  6.813  4.026  -0.803  0.63
C  5.375  3.109  -0.462  -0.69
C  5.491  1.803  0.020  -0.14
C  4.364  1.071  0.280  -0.56
Cl  4.557  -0.535  0.910  0.70
C  3.026  1.556  0.071  -0.36
O  2.042  0.780  0.280  -0.15
C  2.967  2.917  -0.371  -0.12
C  1.729  3.658  -0.525  -0.21
O  0.604  3.285  -0.260  0.02
C  4.134  3.653  -0.642  -0.08
H  6.465  1.366  0.192  0.10
H  1.881  4.685  -0.917  0.12
H  4.034  4.674  -0.990  0.11
Br  -3.045  5.477  3.630  0.78
C  -2.230  4.030  2.735  -0.67
C  -2.493  3.803  1.396  -0.07
C  -1.854  2.744  0.779  -0.08
N  -1.022  1.927  1.425  0.05
C  -0.785  2.148  2.729  -0.16
C  -1.367  3.201  3.424  -0.04
C  0.151  1.188  3.341  -0.18
C  0.480  1.165  4.691  -0.05
C  1.387  0.213  5.116  -0.67
Br  1.859  0.129  6.940  0.78
C  1.956  -0.668  4.209  -0.08
C  1.566  -0.578  2.885  -0.10
N  0.666  0.311  2.468  0.04
H  -3.158  4.443  0.835  0.11
H  -1.993  2.538  -0.273  0.12
H  -1.155  3.379  4.467  0.10
H  0.049  1.860  5.395  0.10
H  2.685  -1.402  4.518  0.11
H  1.986  -1.218  2.120  0.08
C  1.673  -3.220  -4.475  -0.08
C  0.264  -3.619  -4.048  -0.41
C  -0.700  -2.445  -4.161  -0.07
C  0.235  -4.224  -2.640  -0.11
N  0.619  -3.270  -1.611  -0.09
C  -0.141  -2.468  -0.864  -0.11
N  0.651  -1.720  -0.126  0.02
N  1.907  -2.100  -0.431  0.01
N  1.902  -3.023  -1.310  0.08
H  1.666  -2.879  -5.511  0.08
H  2.371  -4.055  -4.394  0.08
H  2.056  -2.406  -3.858  0.07
H  -0.083  -4.424  -4.705  0.14
H  -0.387  -1.607  -3.533  0.06
H  -1.717  -2.723  -3.872  0.08
H  -0.735  -2.073  -5.185  0.09
H  0.908  -5.075  -2.547  0.13
H  -0.776  -4.553  -2.395  0.13
H  -1.213  -2.447  -0.894  0.13



[3]
Density functional theory data (wB97M-V/def2-TZVPD) for a single C5H10NO molecule.

Calculated values
HOMO energy (alpha / beta) in Ha: -0.175 / -0.256
Frontier orbital gap (alpha / beta) in eV: 5.494 / 7.571
LUMO level (alpha / beta) in eV: 0.745 / 0.598
Energy relative to the best compared isomer or geometry (same formula, charge and spin) in kJ/mol: 215.7
Multiplicity: 2

Last column: Löwdin charge in e.
Cartesian coordinates (Å):
O  1.425  0.363  -1.274  0.00
C  0.341  0.722  -1.697  -0.26
C  -0.855  -0.195  -1.649  -0.17
C  -1.200  -0.544  -0.187  -0.23
C  -0.732  0.535  0.764  -0.26
C  0.210  0.434  1.756  -0.22
N  1.467  -0.375  1.465  0.12
H  0.312  1.670  -2.254  0.12
H  -0.447  -1.055  -2.202  0.11
H  -1.717  0.129  -2.230  0.10
H  -0.772  -1.522  0.057  0.10
H  -2.279  -0.719  -0.093  0.10
H  -1.127  1.547  0.613  0.08
H  0.051  0.547  2.824  0.05
H  1.285  -0.812  0.562  0.11
H  2.271  0.232  1.316  0.13
H  1.767  -0.955  2.231  0.13



[4]
Density functional theory data (wB97M-V/def2-TZVPD) for a molecular structure, C5H3N.

Calculated values
HOMO energy (alpha / beta) in Ha: -0.336 / -0.335
Frontier orbital gap (alpha / beta) in eV: 8.564 / 8.562
LUMO level (alpha / beta) in eV: -0.567 / -0.567
Energy relative to the best compared isomer or geometry (same formula, charge and spin) in kJ/mol: 517.0

Last column: Löwdin charge in e.
Cartesian coordinates (Å):
C  0.759  1.224  -0.343  -0.05
C  -0.377  1.256  0.196  0.08
C  -0.252  -0.699  -0.044  -0.26
C  1.142  -0.179  -0.309  -0.14
C  -1.260  0.155  0.629  -0.15
N  -1.406  -0.808  -0.559  0.19
H  1.200  -0.707  -1.280  0.13
H  2.048  -0.289  0.249  0.11
H  -1.855  0.048  1.462  0.09